Molecular formula: C44H83BBrClN6O12S
Method: DFT, ωB97M-V/def2-TZVPD

Structure (XYZ):
```
149
Properties=species:S:1:pos:R:3:lowdin_charge:R:1
C 7.35 -0.78 3.46 -0.1220
C 6.05 -1.12 4.40 -0.2929
C 4.71 -1.61 3.58 -0.2110
C 3.61 -0.36 3.40 -0.1714
C 2.07 -0.81 3.75 -0.2184
N 1.72 -0.86 5.22 -0.1195
C 0.20 -1.13 5.23 -0.1160
C -0.39 -2.64 5.59 0.0193
C -2.02 -2.86 5.56 -0.0095
C -3.12 -1.67 5.23 0.0002
B -4.73 -2.05 5.29 -0.4359
N -5.06 -3.46 5.84 0.0493
O -5.85 -1.15 4.91 0.0126
C -2.55 -0.17 4.88 -0.1300
O -3.42 0.98 4.56 -0.0768
C -0.92 0.06 4.90 -0.2864
S -0.21 1.80 4.55 0.8293
C 1.27 1.86 5.76 -0.3459
C 1.67 3.25 6.54 -0.0153
C 2.93 3.28 7.59 -0.1452
C 3.27 4.70 8.34 -0.1511
C 4.74 5.34 7.99 -0.1958
O 5.61 4.48 7.18 -0.1602
C 5.46 4.72 5.73 -0.1377
O 5.55 5.90 5.12 -0.0456
C 3.74 1.88 7.85 -0.4643
Cl 5.19 1.84 9.07 0.4939
C 3.32 0.46 7.06 -0.4535
Br 4.43 -1.15 7.56 0.6072
C 2.07 0.41 5.96 -0.1551
H 7.09 -0.37 2.40 0.0900
H 7.99 0.02 4.07 0.0891
H 8.02 -1.76 3.45 0.0702
H 6.24 -1.93 5.24 0.0817
H 5.74 -0.12 4.99 0.0791
H 4.19 -2.57 4.03 0.1087
H 5.07 -1.94 2.49 0.1092
H 3.63 -0.12 2.24 0.1201
H 3.98 0.61 3.94 0.0998
H 1.94 -1.92 3.34 0.1434
H 1.36 -0.15 3.09 0.1056
H 0.39 -3.48 5.81 0.0954
H -2.42 -3.93 5.81 0.0856
H -4.67 -4.19 5.17 0.0815
H -4.50 -3.51 6.74 0.0725
H -6.41 -1.10 5.75 0.1293
H -4.11 1.12 5.29 0.1320
H 1.02 4.21 6.30 0.1048
H 2.43 5.52 8.09 0.1248
H 3.15 4.49 9.51 0.1272
H 4.61 6.43 7.55 0.1392
H 5.30 5.49 9.03 0.1424
H 5.28 3.77 5.05 0.1682
C -8.30 -1.65 1.64 -0.1078
O -8.45 -0.40 2.29 -0.1914
C -7.22 0.31 2.48 -0.2096
C -7.11 1.51 1.52 -0.2003
N -6.91 1.07 0.14 -0.0488
C -7.10 2.12 -0.86 -0.1853
C -8.47 2.83 -0.91 -0.2101
O -9.54 2.01 -1.38 -0.1867
C -10.08 1.13 -0.40 -0.0977
H -9.23 -2.21 1.77 0.0906
H -8.12 -1.53 0.57 0.0652
H -7.48 -2.24 2.09 0.0867
H -6.35 -0.35 2.41 0.1133
H -7.24 0.70 3.51 0.1099
H -6.26 2.14 1.83 0.1219
H -8.02 2.09 1.63 0.0954
H -7.55 0.31 -0.07 0.0620
H -6.93 1.66 -1.84 0.0977
H -6.32 2.88 -0.73 0.1181
H -8.39 3.64 -1.64 0.1196
H -8.74 3.31 0.04 0.1070
H -10.09 1.57 0.60 0.0882
H -9.54 0.18 -0.41 0.0644
H -11.12 0.90 -0.68 0.0896
C -7.55 -0.14 -4.16 -0.1060
O -6.29 0.29 -3.66 -0.2189
C -5.50 -0.78 -3.12 -0.1980
C -4.33 -1.12 -4.06 -0.2027
N -4.79 -1.78 -5.28 -0.0534
C -3.78 -1.86 -6.34 -0.1918
C -3.18 -0.54 -6.87 -0.2139
O -4.09 0.27 -7.61 -0.2016
C -4.97 1.05 -6.81 -0.0880
H -8.17 0.75 -4.31 0.0935
H -7.45 -0.64 -5.12 0.0689
H -8.07 -0.80 -3.45 0.0888
H -6.10 -1.66 -2.88 0.1219
H -5.08 -0.40 -2.18 0.1170
H -3.63 -1.79 -3.53 0.1224
H -3.80 -0.19 -4.28 0.0965
H -5.60 -1.28 -5.65 0.0637
H -4.27 -2.37 -7.19 0.1110
H -2.97 -2.52 -6.01 0.1172
H -2.39 -0.81 -7.58 0.1153
H -2.69 0.04 -6.08 0.1102
H -4.50 1.40 -5.89 0.0894
H -5.88 0.47 -6.59 0.0676
H -5.28 1.92 -7.39 0.0915
C 13.61 2.47 5.74 -0.1125
O 14.05 1.55 4.75 -0.1970
C 14.53 0.31 5.28 -0.2008
C 13.54 -0.83 5.04 -0.2065
N 12.33 -0.68 5.86 -0.0560
C 11.22 -1.55 5.46 -0.1865
C 10.68 -1.41 4.02 -0.2102
O 9.99 -0.18 3.76 -0.2560
C 10.84 0.92 3.50 -0.0810
H 13.50 3.45 5.27 0.0909
H 12.64 2.18 6.15 0.0689
H 14.34 2.56 6.55 0.0881
H 14.80 0.39 6.35 0.1204
H 15.45 0.08 4.74 0.1181
H 14.02 -1.79 5.27 0.1217
H 13.29 -0.83 3.97 0.0953
H 12.02 0.28 5.82 0.0632
H 10.39 -1.33 6.15 0.1214
H 11.50 -2.59 5.64 0.1160
H 9.92 -2.20 3.89 0.1001
H 11.44 -1.60 3.26 0.1126
H 11.74 0.64 2.95 0.0901
H 11.10 1.42 4.44 0.0685
H 10.28 1.65 2.90 0.0937
C -3.38 -3.57 -10.46 -0.1082
O -4.48 -2.74 -10.79 -0.1927
C -4.36 -1.40 -10.30 -0.1987
C -4.05 -0.41 -11.44 -0.1965
N -2.69 -0.59 -11.95 -0.0547
C -2.44 0.09 -13.23 -0.1946
C -3.32 -0.29 -14.44 -0.2170
O -3.10 -1.61 -14.94 -0.1832
C -3.75 -2.63 -14.21 -0.0990
H -3.67 -4.61 -10.65 0.0911
H -2.51 -3.35 -11.08 0.0696
H -3.11 -3.48 -9.40 0.0803
H -3.62 -1.32 -9.49 0.0938
H -5.34 -1.14 -9.88 0.1213
H -4.17 0.62 -11.07 0.1229
H -4.80 -0.58 -12.22 0.0952
H -2.51 -1.58 -12.08 0.0624
H -1.40 -0.14 -13.49 0.1181
H -2.49 1.17 -13.07 0.1142
H -3.04 0.39 -15.26 0.1185
H -4.39 -0.11 -14.26 0.1074
H -4.72 -2.32 -13.82 0.0881
H -3.10 -2.98 -13.40 0.0653
H -3.91 -3.48 -14.88 0.0895
```

Summary:
Structure (SMILES) = CCCCCN1c2ccc(B(N)O)c(O)c2Sc2cc(CCOC=O)c(Cl)c(Br)c21.COCCNCCOC.COCCNCCOC.COCCNCCOC.COCCNCCOC
HOMO = -0.306 Ha
E_LUMO = -1.02 eV
Frontier orbital gap = 7.30 eV
Spin multiplicity = 1
Energy relative to the best compared isomer or geometry (same formula, charge and spin) = 21.661 eV
Electronic energy = -6414.076497 hartree